Formula: C36H96Cl12N6O18P6
Source: the OMol25 dataset
Level of theory: wB97M-V/def2-TZVPD

Calculated values
HOMO-LUMO gap in eV: 8.148
E_tot in eV: -290696.9754
SMILES: CN(C)P(=O)(N(C)C)N(C)C.CN(C)P(=O)(N(C)C)N(C)C.COP(=O)(OC)OC.COP(=O)(OC)OC.COP(=O)(OC)OC.COP(=O)(OC)OC.ClCCCl.ClCCCl.ClCCCl.ClCCCl.ClCCCl.ClCCCl
Charge: 0

Positions of all 174 atoms, in Å:
Cl -4.797464 -4.054907 0.973598
C -5.951166 -5.111379 1.884983
C -6.917185 -5.807265 0.972771
Cl -8.000816 -4.735477 0.066362
H -6.456775 -4.553701 2.673299
H -5.300249 -5.790763 2.435310
H -7.659527 -6.428393 1.473997
H -6.393716 -6.356035 0.189869
Cl 0.994402 -8.549455 -0.290554
C 0.215571 -8.587641 -1.902771
C -1.200010 -7.950922 -1.914678
Cl -1.082048 -6.166570 -1.525617
H 0.181578 -9.636250 -2.198351
H 0.895597 -8.163848 -2.641735
H -1.912332 -8.490986 -1.290964
H -1.598684 -7.991491 -2.928346
Cl -3.489340 2.090368 1.696698
C -5.056837 2.904273 1.990073
C -5.004238 4.309401 1.398414
Cl -3.559056 5.225698 2.042820
H -5.193440 2.958491 3.070120
H -5.915294 2.296371 1.704407
H -5.916731 4.858841 1.629865
H -4.840583 4.272199 0.321411
Cl 3.782506 -5.737463 -1.318551
C 2.116694 -5.280193 -1.818928
C 1.957841 -5.498943 -3.407747
Cl 3.149793 -4.536834 -4.272431
H 1.956180 -4.261652 -1.465486
H 1.457600 -5.990240 -1.319402
H 0.958367 -5.420311 -3.835484
H 2.225158 -6.534641 -3.617430
Cl -5.164669 -0.375506 3.257507
C -3.822200 -1.460982 3.094948
C -3.723383 -2.301588 4.319552
Cl -5.098285 -3.275503 4.450579
H -2.926432 -0.846365 3.005915
H -4.015092 -2.068958 2.211051
H -3.562620 -1.738774 5.239053
H -2.843770 -2.942209 4.256390
Cl -5.516955 1.481847 -1.169542
C -6.156383 -0.133554 -1.378580
C -6.710489 -0.780012 -0.111483
Cl -8.052267 0.268805 0.551878
H -5.284600 -0.699018 -1.707721
H -6.936398 -0.193823 -2.137554
H -5.981392 -0.761631 0.698558
H -7.090216 -1.784811 -0.296692
C 4.036497 -5.404461 5.937672
O 4.275361 -5.232341 4.534928
P 3.993660 -3.832543 3.784901
O 3.952423 -2.586187 4.608956
O 2.672416 -4.167317 2.936446
C 2.613739 -5.220598 1.937467
O 5.184154 -3.894877 2.636588
C 6.502659 -3.407530 3.019954
H 3.725515 -4.481768 6.427589
H 4.962492 -5.711864 6.423616
H 3.355623 -6.212935 6.203927
H 1.584736 -5.571578 1.859662
H 3.278597 -6.051650 2.172877
H 2.813121 -4.797744 0.952809
H 7.289098 -4.042572 2.612133
H 6.671298 -3.503977 4.092506
H 6.760180 -2.408340 2.668688
C 5.334366 3.156957 0.127650
O 5.531696 1.942926 0.774316
P 6.567487 1.790011 1.953498
O 6.537194 2.853640 2.976069
O 6.235355 0.277959 2.647088
C 5.045353 0.143111 3.479571
O 7.983456 1.587903 1.143202
C 8.167373 0.497493 0.262046
H 4.296981 3.445022 0.297819
H 5.628582 3.194083 -0.921235
H 5.867863 4.003558 0.559805
H 5.206987 -0.326746 4.449726
H 4.411500 -0.614639 3.018968
H 4.649973 1.136963 3.689377
H 7.320244 -0.139059 0.006551
H 8.829425 -0.188951 0.789865
H 8.682834 0.813462 -0.644904
C -1.723267 4.993282 -0.780021
O -1.563305 5.452530 -2.086861
P -2.576586 4.965228 -3.290418
O -2.520951 5.723852 -4.561374
O -2.095384 3.386829 -3.439755
C -2.517460 2.681309 -4.638721
O -4.169667 4.820925 -2.630465
C -4.788134 5.940197 -2.081995
H -1.865845 5.839830 -0.108363
H -0.795540 4.503701 -0.483807
H -2.532337 4.263981 -0.739786
H -2.618239 1.605870 -4.492519
H -1.905125 2.789764 -5.533919
H -3.457733 3.173979 -4.886225
H -4.210390 6.506517 -1.351514
H -5.688011 5.647546 -1.540992
H -5.191916 6.647710 -2.806210
C -0.197041 -3.152863 5.853899
O -0.462762 -1.943313 5.267285
P -0.799870 -0.578433 6.116927
O -1.364549 -0.750813 7.469805
O 0.669604 0.179577 6.156564
C 1.522968 0.209073 5.013430
O -1.724838 0.272721 5.093730
C -1.943660 1.659379 5.101538
H -0.181745 -3.242570 6.940088
H 0.759656 -3.528724 5.491198
H -0.842129 -3.959710 5.506081
H 1.637878 1.265434 4.770506
H 1.085825 -0.365953 4.197126
H 2.515521 -0.229339 5.117044
H -2.989402 1.795467 5.377206
H -1.771021 1.918528 4.056963
H -1.255358 2.225906 5.728753
O 3.703978 4.222114 -5.377754
P 2.296350 4.587209 -5.064223
N 2.073119 6.145834 -4.468963
C 3.313280 6.881782 -4.150561
C 0.820294 6.857996 -4.158483
N 1.554281 3.629084 -3.875254
C 1.251821 2.215178 -4.065120
C 1.684360 4.003807 -2.443567
N 1.270200 4.464136 -6.426654
C 1.917079 4.471305 -7.721223
C -0.143690 4.692677 -6.437288
H 3.044255 7.930574 -4.025025
H 3.981237 6.997700 -5.004076
H 3.936693 6.466947 -3.358496
H 0.208636 6.406889 -3.377151
H 0.225930 6.947099 -5.067829
H 0.920136 7.853714 -3.726412
H 2.188665 1.666091 -4.159594
H 0.684631 1.780973 -3.241794
H 0.639886 2.096465 -4.959291
H 0.944543 3.441049 -1.874292
H 2.705416 3.780754 -2.134047
H 1.525662 5.050182 -2.182782
H 2.756949 3.776603 -7.710650
H 1.246659 4.242348 -8.549603
H 2.330049 5.450738 -7.962591
H -0.392431 5.696334 -6.782114
H -0.495679 4.688681 -5.405694
H -0.585277 3.905354 -7.048205
O 1.589214 -1.464991 -1.057790
P 0.332459 -0.872734 -0.548051
N -0.526273 -1.902761 0.615073
C -1.023932 -3.165576 0.072570
C -0.049939 -2.098411 1.957922
N -0.857987 -0.501366 -1.764123
C -2.137426 0.227014 -1.503757
C -0.838430 -0.976076 -3.180789
N 0.572649 0.596398 0.311229
C -0.496029 1.274314 0.940286
C 1.843582 1.256876 0.396629
H -1.945857 -3.471102 0.567351
H -0.299658 -3.978707 0.120950
H -1.241484 -3.019788 -0.985510
H -0.507459 -2.896069 2.543180
H -0.209568 -1.229668 2.596595
H 1.029812 -2.245759 1.980628
H -2.761683 0.009316 -2.370355
H -2.692185 -0.195908 -0.666220
H -2.086178 1.308089 -1.374315
H -0.890221 -0.104695 -3.833563
H 0.021261 -1.597553 -3.431374
H -1.732453 -1.584402 -3.317807
H -0.359273 1.385886 2.015903
H -0.639826 2.279526 0.544084
H -1.443264 0.768969 0.751974
H 2.667682 0.581521 0.166711
H 2.000769 1.824999 1.313482
H 1.906596 2.012019 -0.386890

Cartesian forces (eV/Å) of the 6 atoms listed first:
-0.567 -0.337 0.081
0.157 0.164 0.536
-0.123 -0.418 -0.669
-0.170 0.816 -0.232
0.016 0.410 -0.490
-0.152 -0.344 -0.320

Atomic partial charges in e from the Mulliken method, atoms 1 to 4: -0.14 -0.58 -0.53 -0.18

***

Formula: C6H9MgNaO5
Source: the OMol25 dataset
Level of theory: wB97M-V/def2-TZVPD

Calculated values
HOMO-LUMO gap in eV: 6.843
ΔE to the lowest compared entry with this formula, charge and spin in kcal per mole: 0.0
E_tot in eV: -26467.0054
Charge: 0

Positions of all 22 atoms, in Å:
O 2.334699 -1.094983 0.985839
C 2.784025 -0.456425 -0.171920
C 2.476283 1.026729 -0.127750
O 1.294704 1.299574 0.535472
Mg 0.577679 -0.349629 1.309161
H 3.868585 -0.608508 -0.346856
H 3.198806 1.552638 0.534981
O -2.305483 0.933174 -0.222451
C -1.384769 0.672308 -1.198863
C -0.734909 -0.526930 -1.265709
O -0.733997 -1.376848 -0.155661
C -2.027657 -1.362998 0.471067
C -2.231677 0.068465 0.965784
O -1.195734 0.417604 1.757683
Na -0.409061 2.481984 1.114472
H -1.425326 1.354863 -2.047606
H -0.286723 -0.936409 -2.167105
H -1.963910 -2.054583 1.317729
H -2.785438 -1.672677 -0.261589
H -3.230090 0.171444 1.422124
H 2.054718 1.320238 -1.273255
H 2.125271 -0.859025 -1.175542

Cartesian forces (eV/Å) of the 6 atoms listed first:
-0.089 -0.053 -0.124
-1.792 -1.481 -1.383
-1.829 1.162 -1.797
-2.129 -0.026 1.422
0.929 0.172 -0.747
-0.471 -0.155 -0.168

Atomic partial charges in e from the Mulliken method, atoms 1 to 4: -0.75 -0.23 -0.35 -0.86

***

Formula: C3H5N3
Source: the OMol25 dataset
Level of theory: wB97M-V/def2-TZVPD

Calculated values
HOMO-LUMO gap in eV: 10.061
ΔE to the lowest compared entry with this formula, charge and spin in kcal per mole: 37.9
E_tot in eV: -7660.8102
SMILES: C[C@@H]1N=CN=N1
Charge: 0

Positions of all 11 atoms, in Å:
C -1.383984 0.107355 -0.261109
N 0.257854 -0.627477 1.224968
C -0.074278 0.548803 0.412190
N 0.991541 0.702171 -0.546768
C 1.698899 -0.338106 -0.365660
N 1.243025 -1.190966 0.707667
H -1.299794 -0.942318 -0.563549
H -2.197456 0.181166 0.462507
H -1.583095 0.722930 -1.136090
H -0.227061 1.458474 1.004706
H 2.574353 -0.622034 -0.938866

Cartesian forces (eV/Å) of the 6 atoms listed first:
-0.185 0.073 -0.096
0.357 -0.135 -0.064
-0.182 -0.047 0.032
-0.021 -0.510 -0.052
0.023 0.214 -0.169
-0.005 0.267 0.392

Atomic partial charges in e from the Mulliken method, atoms 1 to 4: -1.13 -0.20 0.35 -0.46

***

What lowest unoccupied orbital energy values result from the calculations? In sequence: 0.001, -0.020, -0.003 Eh.